[1]
A structure of composition C21H56NO5P3Si2. Source: OMol25; level of theory: the ωB97M-V functional and the def2-TZVPD basis.

The total energy is -2867.86222 a.u. For the lowest unoccupied orbital energy, the calculation gives 0.4 eV. As for the frontier orbital gap: 8.57 eV. Its spin multiplicity is 1.

```
88
C21H56NO5P3Si2, DFT the ωB97M-V functional and the def2-TZVPD basis
C -0.8987 -7.4740 -0.0817
C -0.4599 -6.0144 -0.1402
P -0.3949 -5.4360 -1.9057
C -2.0171 -4.5687 -2.1172
Si 1.2171 -3.9204 -2.0096
O 1.1437 -2.6250 -0.9098
Si 0.0665 -1.3956 -0.9725
C 0.3602 -0.2011 0.4378
C 1.2271 -0.7583 1.5870
C 0.4799 -0.8512 2.9347
C 0.7725 0.2902 3.9078
O 1.2302 -0.2608 5.1315
C 1.3522 0.7068 6.1454
P 0.1674 -0.2373 -2.9217
N 1.4160 -0.5435 -3.7816
O -1.2410 -0.4493 -3.6700
O 0.0934 1.3063 -2.4835
P 3.0874 -5.1042 -1.5521
C 3.3702 -4.4851 0.1630
O 4.2725 -4.3200 -2.4019
H -0.1333 -8.1350 -0.4815
H -1.1197 -7.7810 0.9410
H -1.8034 -7.6264 -0.6710
H 0.5095 -5.8694 0.3327
H -1.1923 -5.3892 0.3715
H -1.9163 -3.8620 -2.9401
H -2.3149 -4.0400 -1.2154
H -2.7614 -5.3147 -2.3817
H 1.2704 -3.4388 -3.4021
H -1.3097 -1.9376 -0.8355
H 0.8166 0.7224 0.0798
H -0.6238 0.0929 0.8106
H 1.6417 -1.7393 1.3643
H 2.0817 -0.0935 1.7151
H 0.7869 -1.7625 3.4472
H -0.5911 -0.9201 2.7500
H 1.5622 0.9340 3.5065
H -0.1216 0.8892 4.1054
H 1.9462 0.2783 6.9467
H 1.8601 1.6059 5.7825
H 0.3713 0.9974 6.5315
H 1.1892 -0.8700 -4.7132
H -1.9723 -0.4023 -3.0466
H 0.9648 1.7070 -2.5833
H 3.8884 -5.2301 0.7592
H 2.4267 -4.2289 0.6445
H 3.9558 -3.5663 0.1190
H 4.3588 -3.3978 -2.1548
C 4.4475 4.2418 -1.8766
C 4.7346 3.4350 -0.6136
C 3.4886 2.7971 -0.0042
C 2.4137 3.7833 0.4583
C 2.8820 4.8098 1.4874
C 3.3619 4.1814 2.7930
H 3.7757 5.0785 -1.6787
H 5.3665 4.6535 -2.2944
H 3.9870 3.6136 -2.6424
H 5.2280 4.0712 0.1257
H 5.4458 2.6414 -0.8551
H 3.7886 2.1654 0.8371
H 3.0397 2.1182 -0.7392
H 1.5817 3.2124 0.8856
H 2.0029 4.3110 -0.4070
H 2.0515 5.4864 1.7027
H 3.6769 5.4298 1.0648
H 2.5693 3.5833 3.2489
H 3.6569 4.9472 3.5111
H 4.2238 3.5311 2.6363
C -3.0340 2.4744 -2.1480
C -3.9986 3.0240 -1.1020
C -4.3325 2.0144 -0.0041
C -5.0198 0.7369 -0.4901
C -6.3232 0.9599 -1.2551
C -7.4053 1.6431 -0.4244
H -3.4622 1.6216 -2.6805
H -2.7911 3.2293 -2.8963
H -2.1000 2.1572 -1.6858
H -4.9148 3.3706 -1.5875
H -3.5526 3.9051 -0.6340
H -4.9564 2.5003 0.7507
H -3.4065 1.7340 0.5096
H -5.2218 0.1000 0.3766
H -4.3320 0.1690 -1.1248
H -6.6947 -0.0098 -1.5958
H -6.1314 1.5453 -2.1583
H -7.6372 1.0585 0.4681
H -8.3256 1.7551 -0.9985
H -7.0982 2.6389 -0.1018
```


[2]
A cluster of 7 separate species, C21H56O21S7 in total at a distorted geometry. Source: OMol25; level of theory: the ωB97M-V functional and the def2-TZVPD basis.

Its SMILES is CCOS(C)(=O)=O.CCOS(C)(=O)=O.CCOS(C)(=O)=O.CCOS(C)(=O)=O.CCOS(C)(=O)=O.CCOS(C)(=O)=O.CCOS(C)(=O)=O. For the energy above the lowest of the compared OMol25 structures with the same formula, charge and spin, the calculation gives 49.09 kcal/mol. The total energy is -5200.93298 a.u. For the lowest unoccupied orbital energy, the calculation gives 0.3 eV. As for the frontier orbital gap: 11.06 eV. Its spin multiplicity is 1.

```
105
C21H56O21S7, DFT the ωB97M-V functional and the def2-TZVPD basis
C 7.5289 -0.4348 -0.2153
C 6.7935 -1.2433 -1.2672
O 5.6721 -0.5269 -1.8459
S 4.3702 -0.3572 -0.9049
C 3.3043 0.3688 -2.1146
O 3.9068 -1.6698 -0.5135
O 4.6006 0.6647 0.0782
H 7.8730 0.4642 -0.7453
H 8.4183 -0.9412 0.1514
H 6.9522 0.0229 0.5850
H 7.4154 -1.5063 -2.1206
H 6.3720 -2.2019 -0.9468
H 3.6247 1.3330 -2.4922
H 2.3165 0.4461 -1.6510
H 3.1098 -0.3155 -2.9430
C -2.0942 1.2066 3.3975
C -1.9184 1.3103 1.8934
O -0.5407 1.5801 1.5565
S -0.2056 1.5361 -0.0224
C 0.1637 -0.2117 -0.1914
O -1.4124 1.8057 -0.7578
O 1.0511 2.2291 -0.1645
H -2.3313 2.1640 3.8578
H -1.2365 0.6733 3.8045
H -2.9385 0.5384 3.5440
H -2.0788 0.2757 1.5609
H -2.6514 1.9178 1.3699
H -0.6179 -0.7555 0.3366
H 1.1649 -0.4000 0.1769
H -0.0500 -0.4830 -1.2236
C -2.6888 -4.1380 5.0214
C -3.1117 -4.3182 3.5667
O -4.3992 -3.7653 3.3086
S -4.4911 -2.2974 2.6615
C -4.5063 -2.7181 0.9019
O -5.7416 -1.7136 3.0443
O -3.2539 -1.6117 2.9476
H -3.0772 -3.2132 5.4451
H -1.5999 -4.0792 5.0905
H -2.9732 -4.9691 5.6681
H -2.3668 -3.8155 2.9459
H -3.0370 -5.3689 3.2859
H -4.9921 -1.8582 0.4437
H -5.1301 -3.6038 0.8081
H -3.5130 -2.9017 0.5028
C 2.1353 3.6501 2.6335
C 3.1168 2.5830 2.1394
O 2.2941 1.4042 1.8606
S 2.6105 0.0336 2.5873
C 2.0062 0.3081 4.2548
O 1.7845 -0.9307 1.8982
O 4.0149 -0.2184 2.6454
H 1.7937 3.4170 3.6387
H 1.2778 3.6832 1.9601
H 2.5685 4.6492 2.5546
H 3.5425 2.7501 1.1528
H 3.8777 2.3850 2.8923
H 1.0125 0.7373 4.1589
H 2.7376 0.8129 4.8777
H 1.8952 -0.6884 4.6881
C -3.5792 4.9667 -0.7142
C -3.4698 4.1133 -1.9583
O -4.7765 4.0366 -2.5657
S -4.9302 3.0604 -3.8439
C -6.7153 2.8274 -3.6911
O -4.5820 3.7746 -5.0423
O -4.2804 1.8113 -3.5357
H -4.3667 4.4948 -0.1181
H -3.8368 5.9896 -0.9787
H -2.7028 4.9465 -0.0703
H -2.7033 4.5084 -2.6312
H -3.2230 3.0685 -1.7624
H -6.9491 1.9288 -3.1354
H -7.2554 3.0001 -4.6185
H -7.0374 3.6921 -3.1027
C 2.9362 2.0893 -4.4465
C 1.4503 2.3440 -4.1633
O 0.5601 1.5686 -4.9228
S 0.3770 -0.0051 -4.6075
C -1.2705 -0.0217 -3.9072
O 0.2895 -0.6397 -5.8849
O 1.3386 -0.4112 -3.6214
H 3.3114 1.2080 -3.9368
H 3.5067 2.9694 -4.1547
H 3.0029 1.9313 -5.5265
H 1.3133 2.2583 -3.0712
H 1.2784 3.4204 -4.2383
H -1.7100 -0.9259 -4.3184
H -1.7216 0.9035 -4.2549
H -1.2742 -0.0445 -2.8232
C 0.3258 -3.4110 2.7960
C 1.2732 -3.8124 1.6413
O 0.6336 -4.7415 0.7522
S -0.2742 -4.0423 -0.3814
C 1.0132 -3.3821 -1.3977
O -0.8979 -5.1286 -1.0659
O -1.0461 -2.9947 0.2310
H -0.4555 -2.7385 2.4407
H 0.8985 -2.9978 3.6180
H -0.2211 -4.3317 3.0153
H 1.6446 -2.9555 1.0934
H 2.0592 -4.3756 2.1408
H 1.5712 -4.1333 -1.9491
H 1.6559 -2.6786 -0.8745
H 0.4913 -2.8340 -2.1913
```


[3]
A cluster of 8 separate species, C21H57Br6O20P5 in total at a distorted geometry. Source: OMol25; level of theory: the ωB97M-V functional and the def2-TZVPD basis.

Its SMILES is COP(=O)(OC)OC.COP(=O)(OC)OC.COP(=O)(OC)OC.COP(=O)(OC)OC.COP(=O)(OC)OC.BrCCBr.BrCCBr.BrCCBr. For the energy above the lowest of the compared OMol25 structures with the same formula, charge and spin, the calculation gives 0.00 kcal/mol. The total energy is -19490.47631 a.u. For the lowest unoccupied orbital energy, the calculation gives 0.2 eV. As for the frontier orbital gap: 10.29 eV. Its spin multiplicity is 1.

```
109
C21H57Br6O20P5, DFT the ωB97M-V functional and the def2-TZVPD basis
C -5.0239 1.3533 -1.8911
O -5.4230 0.0780 -1.3504
P -6.0533 0.0055 0.0847
O -5.2200 0.5981 1.1371
O -7.4062 0.7305 -0.1750
C -8.3993 0.6667 0.7956
O -6.3682 -1.5203 0.2113
C -5.3589 -2.4711 -0.0184
H -4.1099 1.2510 -2.4623
H -4.9131 2.0844 -1.0853
H -5.8432 1.7151 -2.5174
H -9.3515 0.3812 0.3563
H -8.5861 1.6325 1.2812
H -8.1220 0.0027 1.6180
H -5.5803 -3.3791 0.5263
H -4.3501 -2.1221 0.2168
H -5.2493 -2.7365 -1.0778
C 2.5091 3.5468 4.5684
O 2.6877 2.6300 5.7180
P 3.0009 1.0931 5.5358
O 3.9686 0.7559 4.5086
O 1.5782 0.4464 5.4144
C 0.8050 0.5768 4.1867
O 3.3549 0.6724 6.9878
C 4.3915 1.3693 7.7270
H 3.0395 3.2025 3.6784
H 2.9559 4.4910 4.8818
H 1.4420 3.6680 4.3783
H -0.2251 0.7435 4.4944
H 0.8519 -0.4198 3.7561
H 1.0746 1.3823 3.5057
H 3.9507 1.6971 8.6701
H 4.7722 2.2426 7.2061
H 5.1661 0.6448 7.9654
C -0.8389 -5.2630 -3.4658
O -1.6735 -5.0138 -2.3032
P -1.5233 -3.6953 -1.4537
O -2.6805 -3.4562 -0.5977
O -1.2377 -2.5786 -2.5174
C -2.3768 -1.9074 -3.0586
O -0.1492 -3.8050 -0.7641
C 0.0815 -4.8104 0.2575
H -0.5829 -6.3231 -3.4448
H 0.0417 -4.6287 -3.5777
H -1.4192 -5.1135 -4.3879
H -2.0023 -1.1943 -3.7864
H -2.8836 -1.3442 -2.2747
H -3.0652 -2.6200 -3.5113
H -0.8103 -5.4019 0.4587
H 0.4527 -4.3167 1.1455
H 0.8333 -5.4843 -0.1543
C 0.6736 0.8050 -5.0858
O 1.6901 -0.0983 -5.5296
P 1.9380 -1.4662 -4.7847
O 3.0369 -2.1746 -5.4031
O 2.0820 -1.0335 -3.2924
C 2.1084 -2.0156 -2.2137
O 0.5579 -2.2172 -4.7831
C 0.0198 -2.7566 -6.0010
H -0.2141 0.3006 -4.7034
H 0.4155 1.4722 -5.9040
H 1.0999 1.4393 -4.3040
H 2.1504 -3.0295 -2.6214
H 1.1848 -1.9162 -1.6502
H 2.9835 -1.8547 -1.5984
H 0.5057 -3.7137 -6.1935
H 0.3067 -2.1094 -6.8392
H -1.0588 -2.8065 -5.9437
C 4.1782 1.2280 1.3836
O 4.4115 1.8202 0.0925
P 5.7123 1.4534 -0.7061
O 6.1671 0.0610 -0.6089
O 5.2887 1.9544 -2.1176
C 6.1892 1.7470 -3.2415
O 6.7959 2.4831 -0.2146
C 6.4370 3.8817 0.0648
H 4.1152 2.0664 2.0738
H 4.9677 0.5932 1.7831
H 3.2573 0.6484 1.4246
H 7.2421 1.7205 -2.9431
H 6.0223 2.5515 -3.9474
H 5.9935 0.7750 -3.6791
H 6.6771 4.5154 -0.7956
H 6.9801 4.1992 0.9508
H 5.3637 4.0123 0.2434
Br 1.8230 3.9558 1.0517
C 1.4673 4.6289 -0.7671
C 2.2594 3.8047 -1.7122
Br 1.7225 4.3223 -3.5217
H 1.8123 5.6490 -0.6927
H 0.4028 4.5241 -0.8995
H 2.1149 2.7409 -1.5952
H 3.3253 3.9918 -1.6591
Br -6.5885 -2.6678 3.9851
C -5.5048 -1.5574 5.1221
C -5.0457 -0.2890 4.4181
Br -4.2820 0.9198 5.7368
H -4.6127 -2.0970 5.4364
H -6.0534 -1.3291 6.0295
H -5.8304 0.2466 3.8966
H -4.2683 -0.4896 3.6952
Br -0.1705 0.8388 -1.6030
C -0.5833 0.7460 0.2972
C -1.4750 -0.4682 0.5138
Br -1.8790 -0.6073 2.3963
H -1.0396 1.6819 0.6002
H 0.3531 0.6202 0.8321
H -0.9450 -1.3488 0.1622
H -2.4131 -0.4086 -0.0312
```


[4]
A cluster of 3 separate species, C21H57ClN9O4P2S in total at a distorted geometry. Source: OMol25; level of theory: the ωB97M-V functional and the def2-TZVPD basis.

The total energy is -3168.73522 a.u. As for the net charge: +1. For the lowest unoccupied orbital energy, the calculation gives -3.5 eV. As for the frontier orbital gap: 5.72 eV. Its spin multiplicity is 1.

```
95
C21H57ClN9O4P2S, DFT the ωB97M-V functional and the def2-TZVPD basis
C -2.6984 0.3090 -1.7104
C -3.9904 0.1102 -2.4914
C -5.2870 0.5258 -1.7568
Cl -5.0267 1.2956 -0.1763
N -6.2868 -0.5582 -1.6541
S -7.7162 -0.3741 -2.6207
C -6.1619 -1.6009 -0.8822
N -7.2135 -2.4864 -0.8316
C -8.2961 -2.0853 0.1307
C -9.5967 -2.6928 -0.3734
O -9.4418 -4.0865 -0.6044
N -4.9895 -1.7719 -0.1445
C -4.3850 -3.1186 -0.3919
C -2.8554 -3.0998 -0.4190
C -2.2766 -2.9853 -1.8423
O -2.3524 -2.1338 0.4866
H -1.8962 -0.1582 -2.2786
H -2.7062 -0.1502 -0.7276
H -2.4658 1.3662 -1.6291
H -3.9131 0.7504 -3.3685
H -4.0810 -0.9009 -2.8840
H -5.7399 1.3068 -2.3485
H -7.0945 -0.0477 -3.7679
H -6.8776 -3.3955 -0.5363
H -8.4103 -1.0061 0.0322
H -8.0802 -2.3725 1.1577
H -9.8971 -2.2295 -1.3070
H -10.4106 -2.5282 0.3359
H -9.1809 -4.4730 0.2376
H -5.2715 -1.7691 0.8317
H -4.7427 -3.5533 -1.3236
H -4.6747 -3.8085 0.4018
H -2.5549 -4.0861 -0.0608
H -3.0574 -2.7976 -2.5762
H -1.8513 -3.9445 -2.1290
H -1.4966 -2.2358 -1.9116
H -1.5883 -2.5255 0.9134
O -0.1985 3.3883 -2.1987
P 1.2423 3.2217 -1.7709
N 1.1867 4.1245 -0.3088
C 1.6065 5.4816 -0.0476
C 0.3936 3.5404 0.7587
N 1.9888 3.9036 -3.1674
C 2.8863 5.0462 -3.1902
C 1.1938 3.8678 -4.3970
N 2.6773 2.4717 -1.2584
C 3.7104 3.0263 -0.4100
C 3.0931 1.2990 -2.0313
H 2.1563 5.5266 0.9008
H 0.7589 6.1765 0.0168
H 2.2907 5.8607 -0.8015
H 0.9678 2.7824 1.3108
H -0.5081 3.0601 0.3664
H 0.0663 4.3000 1.4682
H 2.4507 5.9444 -2.7433
H 3.1338 5.3049 -4.2197
H 3.8503 4.8251 -2.7264
H 0.4934 4.7091 -4.4640
H 0.6228 2.9463 -4.4663
H 1.8582 3.8963 -5.2632
H 3.9547 4.0650 -0.6357
H 4.6385 2.4631 -0.4995
H 3.4173 2.9736 0.6420
H 3.7183 1.5806 -2.8875
H 2.2231 0.7632 -2.4154
H 3.6453 0.5944 -1.4063
O 3.4246 0.3448 2.1434
P 4.3743 -0.5274 2.9457
N 5.3103 -0.9765 1.5539
C 5.1905 -2.1293 0.6943
C 6.1802 0.0574 1.0230
N 3.1713 -1.6062 3.5587
C 3.0477 -3.0186 3.2558
C 1.8474 -1.0203 3.7706
N 5.5997 -1.2941 3.8706
C 6.4430 -2.4115 3.4984
C 5.5523 -1.0346 5.3149
H 6.1848 -2.5424 0.4813
H 4.7104 -1.8894 -0.2649
H 4.6288 -2.9382 1.1528
H 7.1286 0.1038 1.5780
H 5.7087 1.0422 1.0841
H 6.4131 -0.1203 -0.0272
H 2.9637 -3.2228 2.1831
H 2.1451 -3.4208 3.7173
H 3.8587 -3.6090 3.6880
H 1.2485 -1.0056 2.8503
H 1.9244 -0.0013 4.1385
H 1.3095 -1.5927 4.5301
H 5.9066 -3.2000 2.9728
H 6.8816 -2.8555 4.3919
H 7.2732 -2.0978 2.8594
H 4.9123 -1.7587 5.8324
H 5.1572 -0.0380 5.5131
H 6.5497 -1.0692 5.7555
```


[5]
A cluster of 5 separate species, C21H57N4O7 in total at a distorted geometry. Source: OMol25; level of theory: the ωB97M-V functional and the def2-TZVPD basis.

For the energy above the lowest of the compared OMol25 structures with the same formula, charge and spin, the calculation gives 0.00 kcal/mol. The total energy is -1579.10164 a.u. As for the net charge: +3. For the lowest unoccupied orbital energy, the calculation gives -6.2 eV. As for the frontier orbital gap: 9.39 eV. Its spin multiplicity is 1.

```
89
C21H57N4O7, DFT the ωB97M-V functional and the def2-TZVPD basis
C -0.4790 -3.5531 5.2870
N -0.6465 -2.1180 4.8511
C -2.0713 -1.9051 4.5059
C -0.3802 -1.2451 6.0676
C 0.3224 -1.7501 3.7805
C 0.0018 -2.2942 2.4071
O -1.0730 -1.6010 1.8097
H -1.0007 -3.7322 6.2188
H 0.5901 -3.7055 5.4233
H -0.8205 -4.1652 4.4594
H -2.6799 -2.2467 5.3390
H -2.3158 -2.4996 3.6323
H -2.2596 -0.8588 4.2931
H 0.5922 -1.5404 6.4506
H -1.1746 -1.4352 6.7790
H -0.4091 -0.2180 5.7225
H 1.3061 -2.0629 4.1300
H 0.3023 -0.6621 3.7292
H -0.2650 -3.3572 2.4540
H 0.8866 -2.2162 1.7702
H -0.7450 -1.0266 1.0682
C 2.0479 4.6744 -4.9488
N 1.7589 3.5112 -4.0330
C 1.1897 4.0087 -2.7632
C 0.7393 2.6341 -4.6731
C 3.0588 2.8062 -3.7413
C 3.4475 1.7283 -4.7552
O 3.3072 2.1914 -6.0901
H 1.0849 5.1426 -5.1516
H 2.3820 4.2358 -5.8822
H 2.7395 5.3740 -4.4985
H 0.1818 4.3837 -2.9451
H 1.7581 4.8570 -2.3888
H 1.1609 3.1710 -2.0700
H 1.1433 2.1696 -5.5668
H -0.0171 3.3049 -5.0874
H 0.3021 2.0149 -3.8985
H 2.9796 2.3038 -2.7774
H 3.8442 3.5580 -3.6922
H 2.8075 0.8571 -4.6017
H 4.4842 1.4688 -4.5438
H 4.1395 2.0961 -6.5638
C -2.6130 -3.6650 -0.6759
N -2.0813 -5.0303 -0.9168
C -0.6046 -4.9537 -1.1705
C -2.2483 -5.8454 0.3346
C -2.7189 -5.7330 -2.0870
C -2.9070 -4.8591 -3.3202
O -3.3729 -5.7441 -4.3053
H -2.2425 -3.2272 0.2481
H -3.6923 -3.7818 -0.5683
H -2.3342 -3.0740 -1.5414
H -0.1699 -4.4846 -0.2861
H -0.4031 -4.3057 -2.0151
H -0.2045 -5.9608 -1.2112
H -1.7598 -6.8046 0.1971
H -3.3199 -5.9799 0.4593
H -1.7846 -5.2732 1.1285
H -3.7331 -5.9473 -1.7307
H -2.1766 -6.6565 -2.2534
H -1.9443 -4.4060 -3.6056
H -3.6186 -4.0467 -3.1649
H -3.9731 -5.3180 -4.9234
C 0.2774 5.1525 0.2196
N 0.3779 4.4843 1.5404
C 1.2849 5.3185 2.4280
C -0.9449 4.4633 2.2476
C 0.9285 3.0862 1.3265
C 1.2117 2.2478 2.5437
O 2.3428 2.7574 3.2525
H -0.2431 4.4630 -0.4356
H 1.2915 5.4105 -0.0732
H -0.2652 6.0859 0.3570
H 0.9138 6.3357 2.3763
H 2.2907 5.2245 2.0209
H 1.3151 4.8830 3.4143
H -1.6165 3.8711 1.6252
H -1.2912 5.4739 2.4218
H -0.7918 3.9434 3.1840
H 1.7772 3.1991 0.6595
H 0.0936 2.5770 0.8320
H 1.4907 1.2585 2.1665
H 0.3396 2.1443 3.1908
H 2.3203 2.4830 4.1746
O 0.9477 0.3737 -2.1376
C 0.3858 -0.4565 -1.1290
O 0.2232 -0.0137 0.0272
O 0.1466 -1.5963 -1.5621
H 0.8753 -0.3718 -2.7691
```


> Which value of spin multiplicity does entry 5 give?

1